[1]
19
Properties=species:S:1:pos:R:3 method="wB97M-V/def2-TZVPD" orbital_gap_ev=9.698 e_above_lowest_kcal_mol=38.2 smiles="O=c1cc[nH]c(=O)[nH]1.CN" e_tot_ev=-13894.924
O -0.1345 3.1717 -0.8464
C -0.3100 2.1656 -0.2124
C -0.2399 1.9948 1.2548
C -0.1862 0.7440 1.7718
N -0.3237 -0.3674 1.0214
C -0.5561 -0.3502 -0.3084
O -0.8283 -1.3150 -0.9766
N -0.5430 0.9652 -0.8249
H 0.0898 2.9161 1.8725
H 0.1553 0.4458 2.7771
H -0.2975 -1.2799 1.3835
H -0.6846 0.9183 -1.8184
C 0.6662 -2.9833 -0.0342
N 1.7946 -2.5205 -0.8119
H 0.2837 -3.9216 -0.3894
H 1.0162 -3.1856 1.0671
H -0.0484 -2.1486 0.1232
H 1.7809 -1.5810 -0.5118
H 2.6688 -2.9826 -0.4410



[2]
20
Properties=species:S:1:pos:R:3 method="wB97M-V/def2-TZVPD" orbital_gap_ev=8.319 e_above_lowest_kcal_mol=55.7 e_tot_ev=-24728.115
C -0.8939 2.2602 -0.7620
C -0.3457 1.1557 1.0053
C 0.0811 0.4720 -0.0723
C -0.0677 0.7190 -2.6706
C 0.6381 -2.2217 1.6561
N -0.8832 2.3498 0.5303
N -0.3434 1.1353 -1.2736
N -0.1279 0.9348 2.3938
O -0.6583 -2.3908 -0.7618
O 1.8302 -2.0060 -0.8239
S 0.5466 -1.7962 -0.2268
H -0.9765 3.1363 -1.4092
H -0.4546 1.5389 -3.3590
H 0.9707 0.3975 -2.8970
H -0.4184 -0.2706 -3.0142
H 1.3992 -1.6272 2.1818
H -0.3629 -2.0144 1.9593
H 0.8324 -3.2584 1.8871
H -0.1828 -0.0869 2.6269
H -0.5828 1.5725 3.0297



[3]
20
Properties=species:S:1:pos:R:3 method="wB97M-V/def2-TZVPD" orbital_gap_ev=8.285 e_above_lowest_kcal_mol=48.5 e_tot_ev=-24728.426
C 2.0237 -0.6902 0.2693
C 1.8588 -1.9929 0.3929
C -0.0923 0.5074 0.5827
C 3.2954 -0.3486 -0.4696
C -0.6618 1.8534 0.8765
N 1.1334 0.2940 0.4355
N -1.0660 -0.4520 0.4016
N -2.9471 0.3625 -1.3778
O -3.1032 -1.7385 0.1141
O 1.6147 -3.1252 0.6538
S -2.7710 -0.3662 0.2420
H 3.0534 0.3494 -1.2207
H 4.0269 0.0987 0.1837
H 3.6853 -1.3433 -0.9452
H -0.1313 2.5574 0.2126
H -1.7893 1.9252 0.7233
H -0.4871 2.2037 1.8791
H -0.6770 -1.3200 -0.0007
H -3.1299 1.3653 -1.2501
H -3.8355 -0.1398 -1.7031



[4]
18
Properties=species:S:1:pos:R:3 method="wB97M-V/def2-TZVPD" orbital_gap_ev="6.988 / 6.986" e_above_lowest_kcal_mol=80.6 e_tot_ev=-20632.296
C 3.2356 -0.3919 -0.5195
C 3.4672 0.7209 0.1353
C -0.2883 -0.1229 -0.4042
C -2.5041 0.8462 -0.5485
C -2.0701 -1.1732 0.7863
N 2.2614 -1.3449 -0.3373
N 3.4849 1.8771 0.5369
N -1.5548 -0.0458 0.0622
S 0.7666 -1.3314 0.1416
H 4.0161 -0.7332 -1.1948
H -2.0038 1.7512 -0.8883
H -3.0004 0.3813 -1.4082
H -3.2631 1.1168 0.1854
H -1.3847 -1.4163 1.6022
H -3.0442 -0.9203 1.1990
H -2.1605 -2.0607 0.1530
H 0.0993 0.7443 -0.9175
H 3.9428 2.1027 1.4164



[5]
18
Properties=species:S:1:pos:R:3 method="wB97M-V/def2-TZVPD" orbital_gap_ev=7.368 e_above_lowest_kcal_mol=82.1 smiles="C=NCN=C=NC[NH+]=C" charge=+1 e_tot_ev=-11281.922
C -0.5323 2.4800 3.8393
N -0.0133 1.9640 2.8282
C 0.2107 0.5522 2.6853
N 0.4086 0.1822 1.3343
C 0.0692 -0.1198 0.2407
N -0.2153 -0.6233 -0.8315
C -0.0206 -0.3319 -2.1900
N 0.4635 -1.5500 -2.8288
C 0.0196 -2.0730 -3.9086
H -0.8856 1.9292 4.7161
H -0.6350 3.5561 3.8513
H 1.1455 0.2981 3.2061
H -0.6074 -0.0498 3.1109
H -0.9602 -0.0351 -2.6706
H 0.7332 0.4546 -2.3623
H 1.1615 -2.0453 -2.2694
H -0.7526 -1.5763 -4.4806
H 0.4105 -3.0120 -4.2704



[6]
18
Properties=species:S:1:pos:R:3 method="wB97M-V/def2-TZVPD" orbital_gap_ev="8.100 / 8.099" e_above_lowest_kcal_mol=97.9 smiles="C=CC1=[NH+]C=NN[C@@H]1N" charge=+1 e_tot_ev=-11281.236
C 0.9486 -0.6722 -2.5502
C -0.0737 -0.5064 -1.8438
C 0.1025 0.0834 -0.4318
N 1.2257 -0.3443 0.1794
C 1.3979 -0.5067 1.5289
N 0.3018 -0.6959 2.2782
N -0.7563 -0.2800 1.8184
C -0.7220 0.8189 0.7011
N -2.0573 1.2301 0.5688
H 0.9140 -0.9941 -3.5515
H 2.0161 -0.4219 -2.2829
H -1.0505 -0.6287 -2.2495
H 1.8791 -0.8643 -0.4518
H 2.3387 -0.8082 2.0824
H -1.6816 -0.4855 2.2918
H -0.0236 1.5288 1.2178
H -2.4067 2.0051 1.0953
H -2.3528 1.5420 -0.4006



[7]
21
Properties=species:S:1:pos:R:3 method="wB97M-V/def2-TZVPD" orbital_gap_ev=7.511 e_above_lowest_kcal_mol=24.8 smiles="C/C(N)=C1/N=NN(C)N1.O=C=S" e_tot_ev=-25660.717
C -0.8422 -2.1408 -0.4631
C -0.8254 -1.0900 0.5876
N -1.7746 -1.1643 1.6649
C 0.1597 -0.1532 0.5472
N 0.1956 0.7761 1.6047
N 1.0627 1.6361 1.3474
N 1.6922 1.3882 0.2413
C 2.7373 2.0126 -0.4585
N 1.0399 0.2684 -0.4796
H -0.1901 -1.9271 -1.2181
H -1.8431 -2.2182 -0.7627
H -0.5672 -3.1066 0.0386
H -2.0278 -2.0959 2.1631
H -1.3549 -0.4426 2.2691
H 3.6283 1.9420 0.1422
H 2.8492 1.4456 -1.3739
H 2.5314 3.0447 -0.6985
H 0.4114 0.4421 -1.3154
O -1.2616 0.4067 -2.0570
C -2.1791 0.4385 -1.3421
S -3.4416 0.5378 -0.4371



[8]
21
Properties=species:S:1:pos:R:3 method="wB97M-V/def2-TZVPD" orbital_gap_ev=7.958 e_above_lowest_kcal_mol=67.8 smiles=Cc1nn(N)n2c(N)nc(N)c12 e_tot_ev=-15757.116
C 2.8536 0.9087 -0.1439
C 1.5583 0.1158 -0.1593
N 1.5970 -1.1260 -0.2278
N 0.4060 -1.7249 -0.4333
N 0.1003 -2.9329 0.2254
N -0.5889 -0.7196 -0.2267
C -1.8607 -0.3644 -0.0828
N -2.8964 -1.2287 -0.1701
N -1.9815 0.9263 0.0381
C -0.7921 1.5873 0.0408
N -0.8163 2.9404 0.1577
C 0.2784 0.7351 -0.1026
H 3.5921 0.2749 0.2711
H 2.8238 1.9342 0.1684
H 3.2683 0.9611 -1.1851
H -0.3925 -2.6510 1.2168
H 0.9766 -3.3374 0.3736
H -3.7088 -1.1161 0.3431
H -2.5894 -2.2263 -0.4465
H -0.1115 3.6261 0.4396
H -1.7162 3.4173 -0.0964



[9]
21
Properties=species:S:1:pos:R:3 method="wB97M-V/def2-TZVPD" orbital_gap_ev=8.856 e_above_lowest_kcal_mol=0.0 smiles=Cc1nnn[nH]1.Nc1ncc[nH]1 e_tot_ev=-15760.056
C 1.4864 0.5795 3.1670
C 1.7553 0.6511 1.7010
N 2.4398 1.5844 1.0714
N 2.4290 1.2520 -0.2300
N 1.7787 0.1670 -0.4297
N 1.3418 -0.2280 0.7817
H 1.9320 1.4421 3.6379
H 1.9006 -0.3423 3.5932
H 0.4032 0.5993 3.3718
H 0.7922 -1.0647 0.8726
N -2.0165 -1.9176 -0.3402
C -1.5162 -0.8766 -1.1425
N -0.3210 -0.3722 -1.0865
C -0.3248 0.6647 -2.0049
C -1.5330 0.7572 -2.6151
N -2.2998 -0.2519 -2.0522
H -1.3032 -2.1933 0.3310
H -2.2890 -2.7359 -0.8864
H 0.5561 1.2728 -2.1761
H -1.9221 1.4137 -3.3889
H -3.2897 -0.4014 -2.1752



[10]
16
Properties=species:S:1:pos:R:3 method="wB97M-V/def2-TZVPD" orbital_gap_ev="3.115 / 8.490" spin_multiplicity=2 e_above_lowest_kcal_mol=0.7 charge=-1 e_tot_ev=-8867.167
C 1.5161 -1.4343 1.0681
C 0.1693 -1.4962 1.2484
N -0.4047 -0.3794 0.6664
C 0.5674 0.3401 0.0457
C 1.7704 -0.2673 0.2931
C 0.4308 1.6290 -0.6877
H 2.1943 -2.2116 1.3984
H -0.4760 -2.1033 1.8499
H -1.3002 -0.5565 0.2248
H 2.7531 0.1698 0.1751
H 1.2928 1.6833 -1.3574
H -0.4737 1.7442 -1.2650
H 0.5771 2.5112 -0.0552
H -3.0922 0.3074 -0.4236
H -2.8515 -0.3496 -1.8814
O -2.6731 0.4132 -1.2996



[11]
16
Properties=species:S:1:pos:R:3 method="wB97M-V/def2-TZVPD" orbital_gap_ev=10.395 e_above_lowest_kcal_mol=71.3 smiles=C[C@H]1N[C@H]1[C@H]1CO1 e_tot_ev=-8866.121
C 1.3814 0.4070 1.2561
C 0.2153 -0.5532 1.3667
N -1.1621 -0.0681 1.2658
C -0.6434 -0.9408 0.2143
C -0.4049 -0.4978 -1.2025
C -0.9005 0.7537 -1.7817
O 0.4737 0.5859 -1.4725
H 2.1667 0.0170 0.6027
H 1.8107 0.5894 2.2467
H 1.0664 1.3646 0.8344
H 0.3332 -1.3103 2.1416
H -1.1481 0.9018 0.9540
H -1.0865 -1.9371 0.2436
H -0.2848 -1.3342 -1.8920
H -1.1393 0.8042 -2.8430
H -1.4288 1.4710 -1.1540



[12]
16
Properties=species:S:1:pos:R:3 method="wB97M-V/def2-TZVPD" orbital_gap_ev=8.346 e_above_lowest_kcal_mol=81.9 smiles="CC=C=O.C=NC" e_tot_ev=-8865.661
C -2.6862 1.0803 0.1994
C -1.3970 0.3696 0.0854
C -0.2619 0.7928 0.6885
O 0.3249 1.4791 1.4344
H -2.5590 2.0867 0.5803
H -3.3544 0.5694 0.8888
H -3.2250 1.1639 -0.7416
H -1.3735 -0.6310 -0.3136
C 1.1357 -0.6041 -1.4684
N 1.1444 -0.5485 -0.2242
C 2.1537 -1.0203 0.5447
H 1.8512 -1.2359 -1.9732
H 0.6032 -0.0317 -2.1895
H 1.9504 -1.4719 1.5101
H 2.8442 -1.7605 0.1336
H 2.8492 -0.2378 0.8453



[13]
16
Properties=species:S:1:pos:R:3 method="wB97M-V/def2-TZVPD" orbital_gap_ev=10.359 e_above_lowest_kcal_mol=37.7 smiles="CC1(C)NCC1=O" e_tot_ev=-8867.576
C 0.2289 0.5815 -1.4430
C -0.2779 0.0876 -0.0803
C -1.7125 0.4528 0.2843
N 0.0515 -1.3348 0.2045
C 1.2412 -0.9959 1.0115
C 0.7938 0.4681 0.9489
O 1.1306 1.4931 1.4649
H -0.1398 1.5884 -1.6581
H -0.0662 -0.0868 -2.2603
H 1.3280 0.6332 -1.4389
H -2.4167 -0.2431 -0.1799
H -1.9615 1.4731 -0.0194
H -1.8449 0.3757 1.3675
H 0.2493 -1.8799 -0.6286
H 1.2463 -1.4261 2.0187
H 2.2154 -1.1804 0.5363



[14]
16
Properties=species:S:1:pos:R:3 method="wB97M-V/def2-TZVPD" orbital_gap_ev=9.047 e_above_lowest_kcal_mol=109.3 smiles="CC1=CC1.NC=O" e_tot_ev=-8864.472
C -1.1115 0.1527 1.9157
C -0.7104 -0.1373 0.5229
C -0.7273 0.3151 -0.7447
C -1.4324 -0.9833 -0.4694
H -1.0220 -0.7181 2.5662
H -0.6499 1.0523 2.3202
H -2.1866 0.3534 1.9804
H -0.8830 1.1893 -1.3417
H -1.0466 -1.9715 -0.7174
H -2.5226 -0.9850 -0.4930
N 2.1436 0.0818 -0.1364
C 1.5323 0.2771 -1.4588
O 1.4486 1.4031 -1.9241
H 3.0472 -0.3802 -0.2071
H 2.4140 0.9756 0.2628
H 1.7066 -0.6251 -2.0757